Entry 1:
ORCA calculation (ωB97M-V/def2-TZVPD) on a single C13H20N4O3 molecule.

Output
F_max in eV/A: 1.18
SMILES: CCOC(=O)N1CCN(Cc2nc(C3CC3)no2)CC1
Kohn-Sham gap in eV: 9.62
HOMO in eV: -8.81

Each line ends with the natural charge from an NBO analysis.
Cartesian coordinates (Å):
1 C 2.92849 3.09294 -0.14299  -0.64
2 C 3.45327 2.05369 0.83758  -0.07
3 O 2.59893 0.91412 0.90596  -0.53
4 C 2.77272 -0.00839 -0.07011  0.90
5 O 3.59218 0.07920 -0.95479  -0.67
6 N 1.93362 -1.05501 0.08756  -0.45
7 C 0.90828 -1.08531 1.11023  -0.23
8 C 0.35222 -2.50574 1.21321  -0.24
9 N -0.20686 -3.00722 -0.03489  -0.43
10 C -1.65537 -2.98107 -0.11026  -0.28
11 C -2.20222 -1.60098 0.02221  0.51
12 N -2.19014 -0.65466 -0.86743  -0.51
13 C -2.69285 0.42226 -0.18789  0.32
14 C -2.85880 1.72640 -0.81103  -0.29
15 C -2.65636 2.96674 0.02273  -0.39
16 C -4.02957 2.58581 -0.40356  -0.39
17 N -2.99150 0.13767 1.05164  -0.18
18 O -2.67462 -1.18093 1.20194  -0.28
19 C 0.43006 -2.43837 -1.21878  -0.24
20 C 1.88183 -2.09516 -0.91943  -0.23
21 H 2.93267 2.68143 -1.14913  0.23
22 H 3.56593 3.97223 -0.11840  0.21
23 H 1.91296 3.37999 0.12012  0.21
24 H 3.47564 2.44833 1.85589  0.18
25 H 4.45594 1.72976 0.54013  0.20
26 H 0.11047 -0.37174 0.86523  0.19
27 H 1.34197 -0.78067 2.06602  0.22
28 H 1.16529 -3.17796 1.50916  0.20
29 H -0.41014 -2.54023 1.99337  0.22
30 H -2.06074 -3.60146 0.69247  0.22
31 H -1.95041 -3.39491 -1.07669  0.23
32 H -2.54218 1.73875 -1.84508  0.24
33 H -2.39176 2.82014 1.05812  0.23
34 H -2.17827 3.81136 -0.44930  0.22
35 H -4.69450 2.18039 0.34260  0.23
36 H -4.51646 3.16207 -1.17516  0.22
37 H 0.38068 -3.18574 -2.01654  0.20
38 H -0.09026 -1.53205 -1.56261  0.20
39 H 2.38640 -1.71769 -1.81099  0.25
40 H 2.41346 -2.98799 -0.57109  0.19

Entry 2:
ORCA calculation (ωB97M-V/def2-TZVPD) on a molecular structure, C13H20NO11P2Ru.

Output
F_max in eV/A: 0.86
Kohn-Sham gap in eV: 7.89
HOMO in eV: -11.02
Charge: +1

Each line ends with the natural charge from an NBO analysis.
Cartesian coordinates (Å):
1 Ru -0.47309 0.09790 0.06388  1.12
2 N -1.31322 -2.09697 3.47390  -0.70
3 C -2.33760 -1.24546 2.73601  -0.63
4 C -3.70597 -1.42711 3.36771  -0.65
5 P -1.59387 0.45162 3.00684  2.41
6 O -2.65692 1.45795 2.36264  -1.01
7 O -1.43690 0.61755 4.45905  -1.10
8 O -0.37779 0.36954 2.11079  -1.07
9 P -2.22228 -1.64921 0.95448  2.38
10 O -3.13602 -2.92573 0.86003  -0.98
11 O -2.60552 -0.43660 0.12188  -1.04
12 O -0.77713 -1.92109 0.60456  -1.02
13 H -1.10601 -1.62153 4.36666  0.47
14 H -0.44766 -2.14581 2.92199  0.47
15 H -1.65625 -3.04030 3.66087  0.44
16 H -3.70205 -1.05237 4.39231  0.25
17 H -4.02275 -2.47130 3.35639  0.23
18 H -4.43983 -0.85536 2.80038  0.26
19 H -3.08579 1.99715 3.04028  0.53
20 H -3.36063 -3.24943 -0.02292  0.54
21 C 6.23926 0.80641 -0.17019  -0.26
22 O 5.74320 0.81077 -1.50649  -0.46
23 C 4.44302 0.58294 -1.70467  0.40
24 C 4.02622 0.61379 -3.05172  -0.29
25 C 2.71677 0.40026 -3.34352  -0.10
26 C 1.73943 0.15639 -2.34150  -0.36
27 C 0.38343 -0.05464 -2.74533  0.61
28 C 0.03012 -0.21753 -4.19520  -0.70
29 O -0.59749 -0.10500 -1.95776  -0.60
30 C 2.18690 0.11277 -0.99143  0.51
31 O 1.43408 -0.18652 0.06013  -0.62
32 C 3.53421 0.33231 -0.69124  -0.40
33 H 7.29997 1.01935 -0.24932  0.21
34 H 6.09380 -0.17111 0.29200  0.19
35 H 5.75180 1.58005 0.42482  0.19
36 H 4.75997 0.81289 -3.81919  0.24
37 H 2.40908 0.43244 -4.37830  0.22
38 H 0.60418 -1.02428 -4.64918  0.25
39 H 0.25346 0.69726 -4.74536  0.25
40 H -1.03160 -0.43037 -4.27821  0.24
41 H 3.82306 0.29439 0.34704  0.24
42 C -3.34637 2.07962 -0.97853  -0.24
43 O -2.05995 2.66212 -0.59788  -0.43
44 C -1.12165 1.90223 -0.20426  0.81
45 O 0.04176 2.14479 0.03938  -0.43
46 H -3.83903 2.86906 -1.53333  0.21
47 H -3.88663 1.82269 -0.07446  0.22
48 H -3.17371 1.20350 -1.59403  0.22

Entry 3:
ORCA calculation (ωB97M-V/def2-TZVPD) on a single C13H20O molecule.

Output
F_max in eV/A: 3.85
SMILES: C=CCCC1=C(C)C(=O)CCC1(C)C
Kohn-Sham gap in eV: 9.45
HOMO in eV: -9.02

Each line ends with the natural charge from an NBO analysis.
Cartesian coordinates (Å):
1 C -0.64396 -1.95078 -4.31922  -0.40
2 C -1.12409 -1.63139 -3.07950  -0.17
3 C -0.24898 -1.15969 -1.93156  -0.45
4 C -1.02495 -0.49500 -0.75801  -0.47
5 C -0.18007 0.30247 0.20653  0.17
6 C 0.04771 1.67916 -0.00088  -0.13
7 C -0.61516 2.35530 -1.17368  -0.64
8 C 0.84425 2.43931 0.97112  0.54
9 O 0.84178 3.66564 0.94750  -0.56
10 C 1.52741 1.75835 2.13582  -0.50
11 C 1.61735 0.26696 1.91027  -0.38
12 C 0.30898 -0.36151 1.49731  -0.12
13 C -0.71857 -0.16598 2.63739  -0.60
14 C 0.58352 -1.85566 1.29661  -0.60
15 H -1.32414 -2.24246 -5.11031  0.20
16 H 0.40662 -1.94092 -4.50123  0.19
17 H -2.20259 -1.69587 -2.96719  0.20
18 H 0.26777 -2.04761 -1.56799  0.22
19 H 0.49904 -0.50350 -2.30986  0.22
20 H -1.64248 -1.23027 -0.18064  0.22
21 H -1.81386 0.15317 -1.16567  0.22
22 H -1.67230 2.55425 -0.96817  0.22
23 H -0.11063 3.28170 -1.36600  0.24
24 H -0.52569 1.74699 -2.07148  0.21
25 H 1.01705 1.99184 3.06752  0.23
26 H 2.53889 2.16179 2.25926  0.24
27 H 1.98285 -0.20776 2.83836  0.20
28 H 2.35215 0.11368 1.17418  0.20
29 H -1.69216 -0.56985 2.35109  0.21
30 H -0.89888 0.89888 2.88248  0.22
31 H -0.42429 -0.68061 3.54802  0.21
32 H 1.26062 -1.97561 0.42032  0.21
33 H -0.33329 -2.38416 1.14326  0.21
34 H 1.10009 -2.27085 2.18433  0.22

Entry 4:
ORCA calculation (ωB97M-V/def2-TZVPD) on 3 unconnected molecules or ions with the total composition C13H21BF7NO11S.

Output
F_max in eV/A: 6.82
SMILES: C[C@@]1(B(N)O)OS(=O)(=O)O[C@@]1(C)C(F)(F)C(F)(F)C(F)(F)F.COC(=O)OC.COC(=O)OC
Kohn-Sham gap in eV: 10.45
HOMO in eV: -10.92

Each line ends with the natural charge from an NBO analysis.
Cartesian coordinates (Å):
1 C 2.23888 0.34434 0.33495  -0.69
2 C 1.08405 -0.54376 -0.40794  -0.10
3 B 0.30432 -1.31303 0.86327  1.10
4 N -0.91222 -0.62801 1.50844  -1.10
5 O 0.66935 -2.63844 1.39364  -0.92
6 O 0.06212 0.51777 -0.70138  -0.65
7 S 0.26107 0.96329 -2.35347  2.29
8 O -1.14637 1.30209 -2.96769  -0.80
9 O 1.34272 2.06585 -2.64912  -0.81
10 O 0.82791 -0.58648 -2.83435  -0.67
11 C 1.40516 -1.43231 -1.73457  0.21
12 C 0.33330 -2.71515 -1.80394  -0.67
13 C 2.92639 -1.64560 -2.29244  0.65
14 F 3.63107 -0.32703 -2.51421  -0.31
15 F 2.74847 -2.17636 -3.70039  -0.33
16 C 3.83107 -2.76617 -1.53207  0.58
17 F 4.97088 -3.08830 -2.47233  -0.31
18 F 3.14437 -4.06817 -1.30246  -0.30
19 C 4.52272 -2.33310 -0.12171  0.93
20 F 3.63385 -2.66367 1.05508  -0.31
21 F 5.70454 -3.26151 0.05397  -0.32
22 F 5.09147 -0.96904 -0.06483  -0.30
23 H 2.98154 0.90537 -0.37337  0.26
24 H 1.66267 1.20008 0.93672  0.25
25 H 2.87941 -0.22300 1.13266  0.24
26 H -0.60453 0.31815 1.82250  0.40
27 H -1.30051 -1.20879 2.28331  0.39
28 H 0.45307 -2.66107 2.39098  0.50
29 H 0.46461 -3.14313 -2.91060  0.26
30 H 0.62345 -3.59177 -1.08509  0.26
31 H -0.78883 -2.37202 -1.73336  0.27
32 C 0.08959 4.01253 5.21951  -0.26
33 O 0.58781 3.78566 3.90249  -0.50
34 C 0.51186 4.86472 3.08317  0.98
35 O 0.06792 5.96219 3.38213  -0.63
36 O 1.01536 4.51097 1.87376  -0.50
37 C 0.99916 5.55593 0.90311  -0.26
38 H 0.19934 3.08441 5.78694  0.19
39 H 0.66876 4.79387 5.72203  0.20
40 H -0.97297 4.27463 5.19047  0.19
41 H 1.61479 6.39896 1.23316  0.19
42 H -0.02706 5.87964 0.70150  0.20
43 H 1.42407 5.16221 -0.02429  0.20
44 C -3.35592 0.01918 -0.76031  -0.25
45 O -3.65768 -1.21217 -1.41373  -0.50
46 C -4.94142 -1.62492 -1.26189  0.98
47 O -5.81244 -1.04259 -0.63492  -0.64
48 O -5.08791 -2.79777 -1.92847  -0.50
49 C -6.39911 -3.35434 -1.85535  -0.26
50 H -2.30443 0.25269 -0.94816  0.21
51 H -3.96695 0.83161 -1.16657  0.19
52 H -3.50038 -0.07211 0.32107  0.19
53 H -7.13176 -2.67667 -2.30548  0.19
54 H -6.66514 -3.58052 -0.81775  0.19
55 H -6.40144 -4.28914 -2.42262  0.20